DFT (wB97M-V/def2-TZVPD) results for 13 unconnected molecules or ions with the total composition C44H120N6O14.

Each line ends with the Löwdin charge.
CARTESIAN COORDINATES (ANGSTROEM)
C -0.08434 4.19287 4.10931  -0.047
C 0.58400 4.63714 2.83236  -0.422
C 1.09750 6.08395 2.86395  -0.220
O 0.05287 6.96186 2.55090  -0.207
C 0.41594 8.29591 2.26676  -0.099
N 1.66734 3.74896 2.42307  0.031
H 0.58827 4.11810 4.96286  0.083
H -0.59593 3.24233 3.94666  0.067
H -0.87559 4.90430 4.35437  0.086
H -0.07717 4.58877 1.96119  0.127
H 1.96894 6.17682 2.20064  0.115
H 1.54238 6.37502 3.83291  0.130
H -0.49473 8.81516 1.99010  0.088
H 1.13534 8.38586 1.44045  0.086
H 0.97538 8.68345 3.12682  0.088
H 2.35192 3.40206 3.08027  0.072
H 2.19045 4.03044 1.60674  0.056
C -3.31324 -2.66983 5.74989  -0.057
C -3.20837 -1.36657 4.99430  -0.431
C -3.08766 -1.43447 3.49264  -0.197
O -1.88418 -2.04352 3.07875  -0.206
C -1.95427 -2.67571 1.82562  -0.084
N -4.45484 -0.61259 5.26953  0.027
H -2.51950 -3.37059 5.47322  0.074
H -4.25984 -3.20779 5.67881  0.083
H -3.15834 -2.51078 6.82120  0.080
H -2.39869 -0.78513 5.45665  0.130
H -3.15922 -0.44960 3.00756  0.121
H -3.98413 -1.96719 3.14564  0.128
H -2.96671 -2.89653 1.47720  0.091
H -1.28958 -3.53644 1.77817  0.090
H -1.60549 -1.99267 1.03438  0.066
H -4.41339 0.33505 4.91450  0.062
H -4.60487 -0.58063 6.26900  0.069
C 0.97328 -1.44326 -0.65183  -0.039
C 1.50828 -0.05574 -0.28955  -0.372
C 0.70308 0.77916 0.71551  -0.177
O -0.65561 0.72523 0.29504  -0.201
C -1.48253 1.79093 0.67471  -0.097
N 2.86944 -0.23787 0.26450  0.066
H 0.31462 -1.41680 -1.51982  0.039
H 0.33948 -1.82199 0.14997  0.070
H 1.81135 -2.04776 -0.99668  0.063
H 1.57489 0.48681 -1.23657  0.107
H 1.00761 1.82885 0.59508  0.097
H 0.87470 0.54522 1.77155  0.122
H -1.16414 2.73161 0.20427  0.079
H -1.44024 1.92280 1.76533  0.086
H -2.52423 1.61696 0.40855  0.073
H 2.92047 0.56273 0.89413  0.063
H 2.96183 -1.03915 0.88617  0.072
C -8.15446 -1.37857 -0.67455  -0.085
C -7.14343 -0.29157 -0.34058  -0.429
C -7.25666 0.11172 1.15515  -0.199
O -6.91422 1.47572 1.27610  -0.176
C -5.57898 1.73966 1.67360  -0.105
N -5.81203 -0.69043 -0.78346  0.048
H -8.12085 -2.13632 0.12700  0.077
H -8.14579 -1.93079 -1.61297  0.074
H -9.20839 -1.09418 -0.57025  0.076
H -7.49095 0.58157 -0.89704  0.137
H -6.66381 -0.56047 1.78596  0.124
H -8.29551 -0.02691 1.46682  0.120
H -5.28041 2.57601 1.03090  0.086
H -4.85303 0.94847 1.47520  0.059
H -5.55547 2.09917 2.70536  0.085
H -5.17211 0.04586 -0.50831  0.045
H -5.51205 -1.56620 -0.37285  0.072
C 4.47844 -4.19304 -0.67058  -0.048
C 3.95124 -4.14110 0.76173  -0.415
C 3.88520 -5.49368 1.44140  -0.213
O 3.24172 -6.40253 0.57957  -0.204
C 3.18003 -7.69231 1.17402  -0.090
N 4.80520 -3.21557 1.54411  0.040
H 4.46724 -3.18305 -1.09006  0.052
H 3.88333 -4.86364 -1.29561  0.076
H 5.51575 -4.51684 -0.79319  0.090
H 2.98470 -3.62920 0.80536  0.109
H 3.35799 -5.39149 2.39920  0.129
H 4.91012 -5.76302 1.73920  0.130
H 2.57779 -8.28675 0.47678  0.084
H 2.66177 -7.74973 2.13038  0.095
H 4.15800 -8.17140 1.07992  0.095
H 5.22913 -2.56716 0.88724  0.042
H 5.58794 -3.65172 2.01952  0.067
C 3.05629 -1.53754 -3.47632  -0.059
C 4.12141 -1.30239 -4.55101  -0.416
C 5.53677 -1.59152 -4.09583  -0.197
O 6.35979 -1.11603 -5.15839  -0.195
C 7.72654 -1.32233 -4.92694  -0.125
N 3.68653 -2.11580 -5.70991  0.041
H 3.01559 -0.74319 -2.71450  0.056
H 3.36385 -2.32208 -2.77412  0.058
H 2.04922 -1.62861 -3.86613  0.058
H 4.06559 -0.24734 -4.82679  0.130
H 5.74952 -2.63574 -3.85058  0.133
H 5.71867 -0.94865 -3.22239  0.121
H 7.99015 -0.88903 -3.94678  0.086
H 8.32571 -0.69488 -5.58826  0.086
H 8.04736 -2.36613 -4.95390  0.088
H 4.46963 -2.12452 -6.36180  0.064
H 3.63090 -3.07532 -5.37271  0.073
C -3.52387 2.71879 -2.43854  -0.054
C -3.53336 3.73839 -3.57912  -0.466
C -4.91063 4.31697 -3.87139  -0.038
O -2.61853 4.81753 -3.36492  -0.071
H -4.32985 2.91651 -1.72007  0.072
H -2.62671 2.53783 -1.84835  0.063
H -3.85962 1.72086 -2.74935  0.070
H -3.24441 3.13450 -4.45102  0.134
H -5.58008 3.51791 -4.18640  0.089
H -4.78289 5.07754 -4.63955  0.088
H -5.34557 4.76727 -2.97745  0.079
H -1.72874 4.44108 -3.29663  0.063
C -2.37601 7.23837 -1.13470  -0.043
C -2.72187 5.93768 -0.40167  -0.485
C -3.09912 6.23052 1.04043  -0.061
O -3.86570 5.38595 -1.02457  -0.083
H -2.45723 7.09461 -2.21195  0.066
H -1.32793 7.49849 -0.95373  0.074
H -3.05257 8.03970 -0.84580  0.081
H -1.90846 5.20710 -0.30511  0.121
H -3.96358 6.87430 1.20245  0.083
H -2.23301 6.65987 1.55105  0.059
H -3.30602 5.29670 1.57406  0.072
H -3.72356 5.20260 -1.97786  0.028
C 2.05158 2.24590 -3.79163  -0.048
C 1.13406 2.99510 -2.79865  -0.461
C 1.97390 3.88687 -1.91097  -0.044
O 0.10761 3.70239 -3.50481  -0.053
H 2.56469 2.95708 -4.44018  0.090
H 1.51875 1.46115 -4.33254  0.081
H 2.73049 1.64388 -3.18116  0.065
H 0.64152 2.15309 -2.30634  0.117
H 1.59487 4.00039 -0.88769  0.058
H 2.02401 4.90273 -2.30893  0.087
H 2.99922 3.56169 -1.72102  0.076
H 0.55621 4.04850 -4.28530  0.098
C -1.99057 -0.81133 -2.30826  -0.064
C -2.09410 -1.41412 -3.69900  -0.460
C -0.75942 -1.86729 -4.27607  -0.056
O -2.89476 -2.61101 -3.63505  -0.060
H -1.82445 -1.48034 -1.45898  0.068
H -2.95899 -0.40608 -1.99471  0.061
H -1.13765 -0.13223 -2.29981  0.069
H -2.50999 -0.70141 -4.41834  0.135
H -0.13166 -2.50843 -3.66281  0.061
H -0.23724 -0.95103 -4.57112  0.075
H -0.99068 -2.38479 -5.20883  0.086
H -3.73315 -2.35205 -3.23408  0.079
C -0.72716 -7.36547 -0.70556  -0.064
C -0.04776 -6.45717 -1.72577  -0.476
C -0.22518 -4.99390 -1.28506  -0.057
O 1.32090 -6.80753 -1.81244  -0.051
H -0.16386 -7.55421 0.20739  0.074
H -0.92165 -8.33260 -1.18148  0.076
H -1.73356 -7.03135 -0.43421  0.077
H -0.53200 -6.56868 -2.69547  0.137
H -0.01646 -4.89194 -0.21618  0.074
H -1.27444 -4.70053 -1.39371  0.079
H 0.33265 -4.28498 -1.89730  0.065
H 1.75451 -6.45347 -1.02468  0.049
C 1.71311 -1.99058 3.60493  -0.054
C 1.22410 -2.90858 4.70737  -0.472
C 0.92258 -2.07963 5.95985  -0.059
O 0.02480 -3.63762 4.40252  -0.067
H 2.60700 -1.48193 3.97013  0.086
H 0.91612 -1.27997 3.36136  0.070
H 2.02579 -2.43166 2.65485  0.055
H 1.99040 -3.64239 4.96549  0.133
H 1.80503 -1.52054 6.28254  0.077
H 0.71137 -2.73295 6.81050  0.078
H 0.03901 -1.45345 5.83054  0.069
H -0.52715 -2.94554 4.00133  0.030
C 6.14764 0.90057 0.08150  -0.248
C 6.25882 0.99006 1.60490  -0.248
O 5.01490 1.12725 2.27175  -0.069
O 5.67038 -0.35615 -0.37680  -0.109
H 7.15199 1.09535 -0.29809  0.116
H 5.40234 1.63685 -0.24881  0.114
H 6.93127 1.83016 1.81986  0.115
H 6.78852 0.09686 1.94057  0.121
H 4.79517 2.06280 2.25155  0.076
H 4.70237 -0.28196 -0.26242  0.017

Computed properties:
Energy ... -3130.09852 hartree
Highest occupied orbital energy ... -9.08 eV